# 1
Molecular formula: C2H2CrO2
Method: DFT, the ωB97M-V functional and the def2-TZVPD basis

As for the net charge: +2. The HOMO-LUMO gap (spin up / spin down) is 7.39 / 7.91 eV. Its multiplicity is 5. As for the relative energy (zero: lowest compared OMol25 entry of this formula, charge and spin): 85.0 kcal per mole. For the max |F|, the calculation gives 7.09 eV/A.

```
7
C2H2CrO2 (the ωB97M-V functional and the def2-TZVPD basis)
O -0.88582 -1.20578 -0.54669
C 0.26878 -0.72043 -0.57383
C 0.55222 0.49521 0.18001
O -0.48353 1.07094 0.73035
Cr -2.07566 0.20279 0.17538
H 1.37702 1.11395 -0.20334
H 1.24698 -0.95667 0.23811
```

=====

# 2
Molecular formula: C15H15N2O3
Method: DFT, the ωB97M-V functional and the def2-TZVPD basis

As for the net charge: +1. The HOMO-LUMO gap is 6.43 eV. Its SMILES is COc1cccc(C(=O)CN2C=CC=C/C2=C\[NH+]=O)c1. As for the relative energy (zero: lowest compared OMol25 entry of this formula, charge and spin): 0.0 kcal per mole. For the max |F|, the calculation gives 5.73 eV/A.

```
35
C15H15N2O3 (the ωB97M-V functional and the def2-TZVPD basis)
O -1.16730 0.38883 -1.33348
O 1.74387 4.66675 -1.21231
O -0.52122 -1.66541 4.21878
C -0.60012 -0.20690 -0.41680
C 2.05986 0.30206 -4.63529
C 1.79993 -1.02649 -4.07282
C 2.04322 1.42329 -3.80299
C 1.56677 -1.14490 -2.71530
C 1.72550 1.26696 -2.38175
C 1.54725 2.43242 -1.61779
C -3.42017 -0.85379 1.99747
C -2.70921 -1.29693 3.13311
C -2.74915 -0.49264 0.82236
C -0.66481 -1.06076 1.93522
C -1.29243 -1.36777 3.11388
C -1.34365 -0.63022 0.78241
N 1.46577 -0.02308 -1.86992
N 1.78906 3.76384 -2.01319
C -1.09112 -1.32463 5.48794
C 0.91934 -0.27758 -0.51581
H 2.26071 0.39031 -5.68907
H 1.79211 -1.90520 -4.68887
H 2.16337 2.41890 -4.26801
H 1.34144 -2.11858 -2.24781
H 1.29020 2.32974 -0.54693
H -4.48027 -0.65408 2.03845
H -3.32920 -1.46720 4.01563
H -3.33179 -0.13501 -0.02058
H 0.42287 -1.18083 1.91010
H 1.93129 3.94091 -2.97672
H -1.87481 -1.97497 5.79202
H -0.32687 -1.43497 6.26614
H -1.49941 -0.30547 5.48049
H 1.27848 0.48012 0.20381
H 1.26050 -1.25671 -0.17238
```

=====

# 3
Molecular formula: C2H2BrCl
Method: DFT, the ωB97M-V functional and the def2-TZVPD basis

The HOMO-LUMO gap (spin up / spin down) is 5.80 / 7.24 eV. Its multiplicity is 3. As for the relative energy (zero: lowest compared OMol25 entry of this formula, charge and spin): 11.5 kcal per mole. For the max |F|, the calculation gives 7.78 eV/A.

```
6
C2H2BrCl (the ωB97M-V functional and the def2-TZVPD basis)
C -0.10963 1.80971 -0.30065
C -1.00797 1.04520 0.02136
Cl 0.93000 -2.20124 -0.04960
Br -2.48554 0.09199 0.10520
H 0.87846 2.06923 -0.56106
H 1.79468 -2.81488 0.78475
```

=====

# 4
Molecular formula: C17H20FeNO4
Method: DFT, the ωB97M-V functional and the def2-TZVPD basis

As for the net charge: +1. The HOMO-LUMO gap (spin up / spin down) is 5.18 / 5.56 eV. Its multiplicity is 5. As for the relative energy (zero: lowest compared OMol25 entry of this formula, charge and spin): 16.6 kcal per mole. For the max |F|, the calculation gives 6.20 eV/A.

```
43
C17H20FeNO4 (the ωB97M-V functional and the def2-TZVPD basis)
C -0.80394 2.04121 1.78654
C -0.98310 1.49209 0.41136
C -0.58295 2.21472 -0.70271
N -1.30311 2.38412 -1.82534
C -0.58160 2.90203 -2.99462
C -1.51738 3.27997 -4.13108
O -2.60898 2.36201 -4.24213
C -3.43300 2.37271 -3.07372
C -2.67386 1.88914 -1.84157
H -1.70606 2.52678 2.18505
H -0.51285 1.25181 2.48060
H 0.00493 2.78378 1.74744
H -1.56486 0.57533 0.28349
H 0.40705 2.68018 -0.70899
H -0.00895 3.78258 -2.67704
H 0.13554 2.14966 -3.36780
H -1.87403 4.31703 -3.96831
H -0.99252 3.19274 -5.09198
H -3.83209 3.38622 -2.85898
H -4.24695 1.66925 -3.29942
H -2.69010 0.78243 -1.81982
H -3.18657 2.24710 -0.93477
O 3.17394 -5.65483 3.92436
C 2.53563 -4.93791 3.25619
Fe 2.00921 -3.38275 2.71026
C 1.72069 -2.57513 4.26060
O 1.84802 -1.95431 5.23765
C 3.60824 -2.68122 2.66118
O 4.67496 -2.28464 2.92163
C 0.71678 -0.46308 0.54182
C 1.53645 -1.06913 -0.43226
C 2.23180 -2.26828 -0.34602
C 1.94449 -3.36702 0.49694
C 0.68693 -3.58010 1.14807
C 0.03617 -2.53817 1.84889
C 0.25778 -1.14286 1.68604
H 0.70853 0.63771 0.50059
H 1.72742 -0.42847 -1.30912
H 3.07663 -2.39984 -1.03869
H 2.59566 -4.23483 0.33168
H 0.23394 -4.57780 1.16606
H -0.80576 -2.83966 2.50406
H 0.03788 -0.54059 2.57386
```

=====

# 5
Molecular formula: C3H9IN3
Method: DFT, the ωB97M-V functional and the def2-TZVPD basis

As for the net charge: +1. The HOMO-LUMO gap is 9.68 eV. As for the relative energy (zero: lowest compared OMol25 entry of this formula, charge and spin): 55.5 kcal per mole. For the max |F|, the calculation gives 4.98 eV/A.

```
16
C3H9IN3 (the ωB97M-V functional and the def2-TZVPD basis)
C 0.45037 1.87416 -1.07665
C 0.59657 -2.11886 -0.78989
C 0.05209 -1.75142 0.34212
N -0.09956 1.37470 0.02652
N -1.44702 1.66515 0.10336
N 0.68658 -0.80149 1.29621
I -1.94314 -2.13187 0.80268
H -0.19673 2.51725 -1.61283
H 1.43071 1.68302 -1.31915
H -0.05370 -2.77463 -1.33029
H 1.47604 -1.67960 -1.22899
H -1.85234 2.38337 -0.48268
H -1.73379 1.60186 1.01427
H 0.44122 0.12324 0.84729
H 0.52701 -0.88700 2.27805
H 1.66569 -1.07787 1.12997
```

=====

# 6
Molecular formula: CH7N2
Method: DFT, the ωB97M-V functional and the def2-TZVPD basis

As for the net charge: +1. The HOMO-LUMO gap is 12.53 eV. As for the relative energy (zero: lowest compared OMol25 entry of this formula, charge and spin): 1.9 kcal per mole. For the max |F|, the calculation gives 0.69 eV/A.

```
10
CH7N2 (the ωB97M-V functional and the def2-TZVPD basis)
N 1.49706 -0.95082 -0.28895
H 1.57629 -1.08616 -1.29491
H 2.39709 -0.64193 0.08170
H 0.62792 -0.21152 0.00190
H 1.27761 -1.85844 0.12182
C -1.54721 0.55832 -0.11116
N -0.43735 0.63183 0.50044
H -2.32633 1.30616 0.01865
H -1.74798 -0.29472 -0.75025
H -0.40859 1.43775 1.12169
```